[1]
{"formula": "CH7NP2", "method": "ωB97M-V/def2-TZVPD", "symbols": ["C", "P", "N", "P", "H", "H", "H", "H", "H", "H", "H"], "coordinates": [[0.397, -0.005, -1.624], [0.221, -0.081, 0.231], [1.027, 1.029, 0.940], [-1.919, -0.270, 0.788], [1.433, 0.036, -1.655], [0.019, 0.783, -2.170], [-0.013, -0.909, -1.957], [0.675, -1.364, 0.348], [1.690, 0.621, 1.581], [-1.742, -0.844, 2.186], [-1.788, 1.004, 1.332]], "forces_ev_per_a": [[-0.983, -0.558, 2.810], [-0.494, 0.566, -1.274], [0.449, 0.347, 0.376], [-0.095, -0.843, 1.235], [2.097, -0.223, -0.473], [-1.080, 1.902, -0.741], [-0.356, -1.448, -0.863], [0.272, -1.092, 0.259], [0.222, 0.292, 0.376], [0.173, 0.466, -1.713], [-0.204, 0.591, 0.008]], "e_lumo_ev": 0.84, "relative_energy_kcal_mol": 22.30, "largest_force_ha_per_bohr": 0.0589, "homo_energy_ev": -8.4, "smiles": "C[P@@H](=N)P"}


[2]
{"formula": "CH7NP2", "method": "ωB97M-V/def2-TZVPD", "symbols": ["C", "N", "P", "P", "H", "H", "H", "H", "H", "H", "H"], "coordinates": [[1.374, -0.793, 0.318], [0.019, 1.375, 1.187], [-0.937, 0.494, -1.659], [-0.250, 0.158, 0.262], [2.058, -0.291, 1.002], [1.782, -0.538, -0.760], [1.352, -1.874, 0.455], [-0.759, 1.930, 1.526], [-1.362, -0.880, -1.254], [-2.086, 1.261, -1.112], [-1.191, -0.842, 0.035]], "forces_ev_per_a": [[0.103, 1.511, -3.039], [0.311, 1.527, 1.817], [-1.461, 1.886, -2.909], [3.418, -0.573, 2.692], [-0.316, -0.052, 0.170], [-0.402, -0.887, 1.979], [-0.333, 0.228, -0.031], [-0.088, 0.082, -0.296], [-0.420, -1.527, -0.846], [0.857, -0.053, -0.411], [-1.668, -2.143, 0.875]], "e_lumo_ev": [0.95, -2.83], "relative_energy_kcal_mol": 4.59, "largest_force_ha_per_bohr": 0.0853, "homo_energy_ev": [-4.8, -9.2], "spin_multiplicity": 3}


[3]
{"formula": "CH7NS", "method": "ωB97M-V/def2-TZVPD", "symbols": ["C", "N", "H", "H", "H", "H", "H", "S", "H", "H"], "coordinates": [[1.158, 0.122, -0.472], [0.164, 0.587, 0.547], [1.453, 0.910, -1.159], [2.038, -0.343, -0.009], [0.815, -0.761, -1.004], [0.205, 1.597, 0.437], [0.630, 0.404, 1.430], [-2.219, -0.938, -0.402], [-3.113, -1.489, 0.442], [-1.132, -0.089, 0.190]], "forces_ev_per_a": [[0.405, -1.222, 0.192], [1.836, 0.574, -0.744], [-0.040, -0.099, 0.003], [0.135, 0.767, 0.217], [-0.789, 0.269, -0.434], [-0.565, 0.000, 0.369], [-0.615, -0.026, 0.302], [0.155, 0.034, -1.064], [0.607, 0.514, 0.501], [-1.129, -0.813, 0.658]], "e_lumo_ev": 0.72, "relative_energy_kcal_mol": 23.99, "largest_force_ha_per_bohr": 0.0401, "homo_energy_ev": -8.3, "smiles": "CN.S"}


[4]
{"formula": "CH7NS", "method": "ωB97M-V/def2-TZVPD", "symbols": ["S", "H", "C", "N", "H", "H", "H", "H", "H", "H"], "coordinates": [[2.713, -0.632, 1.006], [3.288, 0.521, 1.372], [-0.671, 0.149, -1.034], [-0.818, -0.080, 0.443], [-0.829, -0.795, -1.545], [-1.455, 0.815, -1.387], [0.306, 0.575, -1.228], [0.008, 0.305, 0.929], [-0.828, -1.085, 0.629], [-1.714, 0.227, 0.816]], "forces_ev_per_a": [[-0.962, 0.199, -0.158], [-0.065, 0.055, 0.005], [-0.607, 0.068, -0.311], [-0.301, -0.684, -0.314], [0.351, -0.038, -0.013], [0.064, 0.179, 0.224], [0.174, -0.228, 0.059], [0.544, -0.173, 0.385], [0.614, 0.059, 0.097], [0.189, 0.562, 0.025]], "e_lumo_ev": -0.46, "relative_energy_kcal_mol": 44.67, "largest_force_ha_per_bohr": 0.0193, "homo_energy_ev": -6.3}


[5]
{"formula": "CH7O2", "method": "ωB97M-V/def2-TZVPD", "symbols": ["O", "H", "H", "H", "C", "O", "H", "H", "H", "H"], "coordinates": [[-0.143, 0.129, -1.762], [0.380, 0.583, -2.478], [-0.869, -0.271, -2.189], [-0.038, -0.033, -0.672], [0.670, -0.278, 1.437], [-0.524, 0.065, 0.612], [1.362, -0.678, 0.711], [0.402, -0.933, 2.297], [1.039, 0.661, 1.940], [-0.961, 0.788, 0.971]], "forces_ev_per_a": [[1.941, 1.033, -1.212], [-0.015, -0.398, 1.443], [-1.778, -1.124, -0.514], [-1.229, 1.167, 0.565], [-0.764, 1.325, 1.460], [2.813, -3.100, -0.897], [0.421, -0.307, 0.409], [0.073, 0.000, -1.144], [-0.085, -0.859, -0.938], [-1.378, 2.261, 0.827]], "e_lumo_ev": -4.14, "relative_energy_kcal_mol": 18.42, "largest_force_ha_per_bohr": 0.0832, "total_charge": 1, "homo_energy_ev": -16.6}


[6]
{"formula": "CH7O3", "method": "ωB97M-V/def2-TZVPD", "symbols": ["C", "O", "H", "H", "H", "H", "H", "O", "H", "H", "O"], "coordinates": [[0.032, -1.347, -0.243], [0.420, -0.027, -0.324], [-0.846, -1.529, 0.441], [0.939, -1.991, 0.100], [-0.263, -1.731, -1.167], [-0.469, 0.988, -0.913], [-0.431, 2.371, -1.906], [-0.972, 1.671, -1.505], [0.610, 0.514, 0.914], [0.326, 0.232, 2.635], [0.654, 0.849, 1.967]], "forces_ev_per_a": [[1.473, 0.229, 2.284], [0.034, 0.007, 0.014], [0.642, 0.046, -0.084], [-1.369, 0.507, -0.194], [-0.544, -0.746, -1.958], [0.559, 0.356, -0.702], [0.044, -0.866, 0.665], [-0.793, 0.669, -0.419], [-0.422, -0.646, 1.065], [0.065, 0.006, -0.810], [0.311, 0.439, 0.140]], "e_lumo_ev": 4.52, "relative_energy_kcal_mol": 10.52, "largest_force_ha_per_bohr": 0.0530, "total_charge": -1, "homo_energy_ev": -4.1}


[7]
{"formula": "CH7OPSi", "method": "ωB97M-V/def2-TZVPD", "symbols": ["C", "O", "Si", "P", "H", "H", "H", "H", "H", "H", "H"], "coordinates": [[0.951, -0.989, -0.262], [0.363, 1.973, -0.519], [1.149, 0.809, 0.214], [-2.537, 0.006, 0.067], [1.873, -1.535, -0.204], [0.350, -1.488, 0.468], [0.355, -1.008, -1.285], [-0.398, 2.499, -0.108], [1.613, 1.075, 1.522], [-1.966, -0.863, -0.898], [-1.751, -0.478, 1.007]], "forces_ev_per_a": [[-2.004, 0.752, -1.571], [-3.238, 2.816, -0.075], [2.281, -1.788, -0.529], [-1.488, 0.939, -1.904], [0.659, -0.005, -0.727], [-0.863, -0.422, 0.434], [1.639, -0.325, 1.945], [1.682, -1.277, -0.922], [-0.072, 0.241, 1.364], [-0.103, 0.065, 0.008], [1.507, -0.996, 1.977]], "e_lumo_ev": [0.51, -1.62], "relative_energy_kcal_mol": 63.37, "largest_force_ha_per_bohr": 0.0835, "homo_energy_ev": [-9.1, -6.1]}


[8]
{"formula": "CH8N2O", "method": "ωB97M-V/def2-TZVPD", "symbols": ["N", "H", "H", "H", "H", "N", "C", "O", "H", "H", "H", "H"], "coordinates": [[-2.218, 0.138, 0.356], [-1.848, 1.030, -0.009], [-1.429, -0.453, 0.243], [-1.482, 1.426, -3.203], [-2.927, -0.194, -0.272], [1.410, 0.936, 0.547], [1.296, -0.277, -0.109], [0.369, -1.193, 0.102], [0.491, 1.354, 0.873], [-1.097, 1.386, -2.565], [0.864, -0.049, -1.272], [2.354, -0.807, -0.275]], "forces_ev_per_a": [[0.131, 1.514, 0.062], [-0.781, -0.347, 0.150], [0.702, -1.100, 0.174], [0.109, -0.020, 0.135], [-0.344, 0.056, -0.334], [-0.848, -0.088, -2.457], [0.437, -0.954, 1.544], [0.464, 0.810, -1.198], [1.003, -1.283, -0.013], [-0.103, 0.020, -0.136], [0.805, 0.126, 2.130], [-1.575, 1.265, -0.057]], "e_lumo_ev": -3.06, "relative_energy_kcal_mol": 142.81, "largest_force_ha_per_bohr": 0.0506, "homo_energy_ev": -9.9}